{"formula": "C26H25F10MoN3SbSe", "method": "ωB97M-V/def2-TZVPD", "spin_multiplicity": 3, "gap_ev": [6.39, 6.79], "charge": 1, "e_above_lowest_kj_mol": 66.5, "lumo_energy_ev": [-4.274, -4.022], "symbols": ["F", "Sb", "C", "H", "H", "H", "N", "H", "Se", "H", "C", "C", "H", "F", "H", "C", "H", "C", "C", "C", "C", "H", "H", "H", "H", "H", "C", "F", "H", "N", "C", "C", "C", "C", "H", "C", "Mo", "F", "C", "H", "C", "C", "F", "H", "C", "F", "C", "F", "C", "H", "H", "H", "H", "F", "H", "F", "H", "N", "C", "C", "F", "C", "H", "C", "C", "C", "H"], "positions_angstrom": [[-1.179696, 1.525186, -3.961505], [-1.259562, -2.909695, 0.116981], [0.721182, 2.294545, 4.584687], [2.588595, 0.073964, -2.666743], [3.864631, 1.175805, -0.890208], [3.830214, -1.068797, -2.129535], [1.854811, -1.520682, -1.480787], [-3.200979, -3.791394, 1.752499], [1.349901, -1.639963, 2.080841], [-0.652541, -0.992462, -3.720764], [2.932030, -0.527765, -1.828176], [-0.070716, 0.138832, 3.859962], [-3.422280, -2.201976, -1.330362], [-2.458677, -0.181772, 0.276084], [-3.319403, -3.973320, -1.281272], [0.083249, -0.655790, -2.985507], [1.642032, -2.057286, -3.527720], [0.337962, 2.375474, 0.762851], [1.104064, -0.046571, 3.139217], [-4.110396, 2.113823, -1.956583], [1.842326, 4.572366, 0.300661], [-2.277418, -3.051181, -2.382152], [-1.776710, -3.317713, 2.709249], [3.065913, -3.227932, -1.805474], [0.647337, 0.152446, -3.457676], [0.421684, -2.710800, -2.430094], [1.552539, 2.169741, 0.116070], [-4.668328, 1.275603, 0.171388], [-2.885410, -2.073979, 2.086448], [1.851066, 0.859048, -0.231282], [3.174298, 0.377900, -0.635794], [-2.038067, 1.391345, -2.939014], [2.096101, 0.928168, 3.156980], [1.902526, 2.096588, 3.883109], [3.017773, 0.769924, 2.610666], [-3.825585, 1.329245, -0.853940], [0.515161, -0.573235, -0.060689], [-5.221794, 2.833109, -2.007049], [-0.260692, 1.312081, 4.576219], [1.734932, -3.464150, -0.649252], [2.495555, -2.767902, -0.994992], [-2.425386, -3.038475, 1.880999], [3.456851, 3.283809, -0.775715], [0.287798, -5.020570, 0.811669], [-0.481984, -4.893881, 0.051323], [-1.312586, 3.672618, 1.806308], [-1.721283, 0.564735, -1.853967], [-0.414011, 1.248765, 1.006116], [-3.204094, 2.135400, -3.000820], [0.570501, 3.206262, 5.147565], [-0.834949, -0.628197, 3.857734], [-1.289725, -5.597905, 0.245064], [-0.060387, -5.107854, -0.930399], [2.581383, 5.643746, 0.056298], [-1.177897, 1.456631, 5.132145], [0.210191, 5.907423, 1.343336], [3.161337, -2.536490, -0.167254], [-0.559417, -0.198260, -1.749826], [0.629193, 4.713334, 0.954647], [-2.667024, 0.580869, -0.824730], [-3.436200, 2.894951, -4.062994], [-0.144994, 3.587909, 1.186250], [3.607167, -0.190273, 0.195539], [-2.747926, -3.054168, -1.398994], [2.291404, 3.329400, -0.119951], [1.004809, -1.821231, -2.671019], [2.679598, 2.850624, 3.903332]], "atomic_forces_ev_per_a": [[0.0, 0.0, 0.0], [0.0, 0.0, 0.0], [0.0, 0.0, 0.0], [0.0, 0.0, 0.0], [0.0, 0.0, -0.1], [0.0, 0.0, 0.0], [0.0, -0.1, 0.0], [0.0, 0.0, 0.0], [0.0, 0.0, 0.1], [0.0, 0.0, 0.0], [0.0, 0.0, 0.1], [0.0, 0.0, 0.0], [0.0, 0.0, 0.0], [0.0, 0.0, 0.0], [0.0, 0.0, 0.0], [0.0, 0.0, 0.0], [0.0, 0.0, 0.0], [0.1, -0.1, 0.0], [0.1, 0.0, 0.0], [0.0, 0.0, 0.0], [0.0, 0.0, 0.0], [0.0, 0.0, 0.0], [0.0, 0.0, 0.0], [0.0, 0.0, 0.0], [0.0, 0.0, 0.0], [0.0, 0.0, 0.0], [0.0, 0.1, 0.0], [0.0, 0.0, 0.0], [0.0, 0.0, 0.0], [0.0, -0.1, 0.2], [0.0, 0.0, 0.0], [0.1, 0.0, 0.0], [0.0, 0.0, 0.0], [0.0, 0.0, 0.0], [0.0, 0.0, 0.0], [0.0, 0.0, 0.0], [-0.1, 0.1, -0.4], [0.0, 0.0, 0.0], [0.0, 0.0, 0.0], [0.0, 0.0, 0.0], [0.0, 0.0, 0.0], [0.0, 0.0, 0.0], [0.0, 0.0, 0.0], [0.0, 0.0, 0.0], [0.0, 0.0, 0.0], [0.0, 0.0, 0.0], [-0.1, 0.0, 0.0], [-0.1, 0.0, -0.1], [0.0, 0.0, 0.0], [0.0, 0.0, 0.0], [0.0, 0.0, 0.0], [0.0, 0.0, 0.0], [0.0, 0.0, 0.0], [0.0, 0.0, 0.0], [0.0, 0.0, 0.0], [0.0, 0.0, 0.0], [0.0, 0.0, 0.0], [0.2, 0.0, 0.2], [0.0, 0.0, 0.0], [0.0, 0.0, 0.0], [0.0, 0.0, 0.0], [0.0, 0.0, 0.0], [0.0, 0.0, 0.0], [0.0, 0.0, 0.0], [0.0, 0.0, 0.0], [0.0, 0.0, 0.0], [0.0, 0.0, 0.0]], "mulliken_spin": [0.000, -0.048, -0.003, 0.001, 0.005, 0.001, -0.070, 0.000, -0.023, 0.001, 0.008, -0.002, 0.000, 0.014, -0.001, -0.002, 0.009, 0.003, 0.033, -0.002, 0.006, 0.000, 0.000, 0.009, -0.007, -0.003, -0.003, 0.000, 0.000, -0.094, -0.017, 0.000, -0.008, 0.004, -0.005, 0.004, 2.169, 0.000, 0.003, -0.006, 0.032, 0.011, -0.001, 0.000, -0.004, 0.001, 0.031, 0.021, 0.002, 0.000, -0.001, -0.001, 0.001, 0.000, 0.000, -0.001, -0.006, -0.064, -0.012, -0.003, 0.000, 0.002, -0.002, 0.001, -0.007, 0.022, 0.000]}



{"formula": "C23H36ClF3NO11", "method": "ωB97M-V/def2-TZVPD", "spin_multiplicity": 2, "gap_ev": [8.54, 10.01], "lumo_energy_ev": [0.257, 0.256], "symbols": ["C", "H", "N", "C", "C", "H", "H", "H", "C", "C", "Cl", "O", "H", "H", "H", "C", "H", "H", "H", "H", "H", "H", "H", "C", "C", "H", "C", "C", "H", "C", "C", "H", "O", "O", "O", "C", "H", "C", "H", "C", "H", "F", "H", "H", "F", "H", "H", "O", "H", "F", "C", "H", "H", "C", "H", "C", "H", "C", "O", "H", "H", "C", "O", "O", "H", "C", "O", "C", "H", "O", "C", "H", "H", "H", "O"], "positions_angstrom": [[0.945185, -2.854042, -1.176664], [2.609804, 1.594706, 3.541228], [-0.043845, 1.524360, 2.589476], [-1.002168, 4.174084, -2.106545], [-1.540879, -3.078678, 5.702386], [-1.168204, -0.098459, 5.273709], [-0.812355, 4.145609, 0.039418], [-0.444029, 3.583470, 4.572927], [-0.005281, -1.004430, 3.686599], [-0.316535, 0.143218, 4.637303], [-1.400233, -1.343407, 2.593731], [-0.759095, 0.680601, -6.655797], [1.317327, -5.490783, -0.501430], [3.272285, 0.997630, 2.019433], [1.069839, 2.009288, -5.107093], [-2.096243, 1.755123, 3.866634], [-2.640647, 0.853530, 3.592370], [1.362249, -1.420596, 2.105672], [1.669001, 1.265039, 0.082235], [1.379315, 0.137856, -8.314395], [-1.451210, 5.171340, -2.124479], [0.832387, -2.040881, 5.389566], [1.073859, -2.864819, 3.844880], [0.375194, -5.018927, -0.795160], [0.554897, 4.242265, -3.760194], [1.102246, 2.743858, 4.603477], [-0.142538, -4.140406, 0.328731], [1.203750, -0.635556, 2.843923], [-2.497002, 3.544588, -3.600617], [-1.255697, -0.231166, -7.519241], [1.019562, 0.574250, 0.620366], [-0.135797, -6.620453, -2.133644], [-0.584910, 3.793832, -4.338973], [0.603554, -2.933123, 0.135424], [0.398711, 4.341930, -2.425057], [-0.595080, -6.028356, -1.344281], [2.464656, 1.201614, -5.830718], [0.984407, -0.507458, -7.525112], [-1.314615, 2.291211, -3.135029], [1.430102, 1.504086, -5.997415], [-0.002766, 0.775027, 0.307558], [-1.712421, -4.244180, 6.326186], [2.063212, -0.652693, 3.525673], [-2.281027, 2.517555, 3.111394], [-1.105068, -2.187293, 6.609831], [-0.104511, 2.424622, 5.862761], [0.043229, -4.524503, 1.327975], [-2.393678, -0.309208, -7.850456], [-2.220906, 3.288586, -0.594865], [-2.739511, -2.667873, 5.284666], [1.150692, 0.743669, 2.145906], [-1.472542, -5.526161, -1.751930], [-1.205426, -3.915817, 0.210031], [-1.469809, 3.361079, -3.299434], [0.511279, -0.359764, -5.431067], [0.587665, 0.297937, -6.302699], [-0.599002, 2.581557, -0.732052], [0.037406, 2.633513, 4.800470], [1.388135, -1.881905, -1.696402], [1.276671, -0.433359, 0.311443], [0.558247, 0.221321, 5.292708], [0.359124, -2.301155, 4.441411], [-0.161743, 2.643894, 1.997096], [-0.267779, -1.050143, -7.958036], [-0.912111, -6.702604, -0.547520], [-1.166461, 3.509991, -0.768978], [1.554409, 4.496550, -4.352799], [2.426453, 1.523933, 2.468121], [1.678003, -1.318657, -7.323080], [-0.682684, -3.243599, 4.680911], [-0.589472, 1.504390, 3.973746], [1.396761, 2.224781, -6.814615], [2.372611, 2.522204, 2.036123], [-2.475317, 2.112306, 4.825687], [0.696372, -4.025946, -1.793404]], "atomic_forces_ev_per_a": [[-0.1, 0.0, 0.1], [0.0, 0.0, 0.0], [0.6, 0.3, 0.3], [0.0, 0.0, -0.1], [0.2, 0.0, 0.0], [0.0, 0.0, 0.0], [0.0, 0.0, 0.0], [0.0, 0.0, -0.1], [-0.1, 0.0, 0.0], [0.0, 0.0, 0.0], [0.0, 0.0, -0.1], [0.0, 0.0, 0.1], [0.0, 0.0, 0.0], [0.0, 0.0, 0.0], [0.0, 0.0, 0.0], [-0.1, 0.0, 0.0], [0.0, 0.0, 0.0], [0.0, 0.0, 0.0], [0.0, 0.1, 0.0], [0.0, 0.0, 0.0], [0.0, 0.0, 0.0], [0.1, 0.0, -0.1], [0.0, 0.0, 0.0], [0.0, 0.0, 0.0], [0.0, 0.0, 0.0], [0.0, -0.1, 0.1], [-0.1, 0.0, 0.0], [0.0, 0.1, 0.1], [0.0, 0.1, 0.0], [0.0, 0.0, 0.0], [0.0, 0.1, 0.0], [0.0, 0.0, 0.0], [0.0, 0.0, 0.0], [0.0, 0.0, 0.0], [0.0, 0.1, 0.0], [0.0, 0.0, 0.0], [0.0, 0.0, 0.0], [0.0, 0.1, 0.0], [-0.1, 0.0, 0.0], [-0.1, 0.1, -0.1], [0.0, -0.1, 0.0], [0.0, 0.0, 0.0], [0.0, 0.0, 0.0], [0.0, 0.1, 0.1], [0.0, 0.0, 0.1], [0.0, 0.0, 0.0], [0.0, 0.0, 0.0], [0.0, 0.0, 0.0], [0.0, 0.0, 0.0], [-0.1, 0.1, 0.0], [-0.2, -0.3, 0.0], [0.0, 0.0, 0.0], [0.0, 0.0, 0.0], [0.0, -0.1, 0.0], [0.0, 0.0, 0.0], [0.0, -0.1, 0.0], [0.0, 0.0, 0.0], [0.0, 0.1, 0.0], [0.1, 0.0, 0.0], [0.1, 0.0, 0.0], [0.0, 0.0, 0.0], [0.1, 0.0, 0.0], [-0.2, 0.0, -0.1], [0.0, 0.0, 0.0], [0.0, 0.0, 0.0], [0.0, 0.1, 0.0], [0.0, 0.0, 0.0], [0.1, -0.1, -0.1], [0.0, 0.0, 0.0], [-0.1, -0.1, 0.0], [-0.2, -0.2, -0.1], [0.0, -0.1, 0.0], [0.0, 0.0, 0.0], [0.0, 0.0, 0.0], [0.1, 0.0, 0.0]], "mulliken_spin": [0.000, -0.005, 0.372, -0.002, 0.000, -0.001, 0.003, 0.000, 0.037, -0.003, 0.003, 0.000, 0.000, 0.001, 0.000, 0.020, 0.000, -0.002, -0.001, 0.000, 0.000, 0.000, 0.000, 0.000, 0.000, -0.003, 0.000, -0.019, 0.000, 0.000, 0.004, 0.000, 0.000, 0.000, 0.000, 0.000, 0.000, 0.000, 0.000, 0.000, 0.004, 0.000, -0.001, 0.000, 0.000, 0.000, 0.000, 0.000, 0.000, 0.000, 0.028, 0.000, 0.000, 0.000, 0.000, 0.000, 0.001, 0.031, 0.000, -0.003, 0.000, 0.000, 0.525, 0.000, 0.000, -0.001, 0.000, 0.036, 0.000, 0.000, -0.022, 0.000, 0.001, -0.002, 0.000]}



{"formula": "C15H8MgN3O5", "method": "ωB97M-V/def2-TZVPD", "spin_multiplicity": 1, "gap_ev": [5.76, 5.76], "charge": 1, "e_above_lowest_kj_mol": 17.8, "lumo_energy_ev": [-5.035, -5.035], "symbols": ["N", "C", "O", "C", "C", "H", "H", "C", "C", "O", "C", "H", "H", "C", "H", "C", "H", "C", "C", "C", "O", "C", "H", "Mg", "C", "C", "H", "C", "N", "O", "N", "O"], "positions_angstrom": [[0.599841, 1.288531, -0.400206], [3.104286, 0.898921, -2.422908], [2.343400, 3.428314, -4.765763], [0.524799, 3.485676, -1.755541], [-2.008055, -3.562884, 2.845243], [-0.233299, -0.685714, 3.138120], [1.594453, -0.417447, 0.478030], [-0.774240, 1.520431, -0.428141], [-0.979040, -1.480610, 1.318582], [3.925969, 0.126097, -2.616632], [-1.738770, -2.492133, 0.688795], [-1.122272, -2.507460, 4.513524], [-1.951245, -2.462547, -0.379472], [-0.761670, -1.508549, 2.680403], [-2.533335, 0.410508, 0.174248], [-2.238232, -3.553225, 1.458044], [-1.334706, 2.236694, -1.013937], [0.690154, 0.147737, 0.325048], [0.446088, 0.999523, -2.685075], [3.304494, 3.473782, -1.446317], [-0.376833, 0.279894, -3.044445], [2.140348, 2.938673, -3.745861], [2.954599, 4.445952, -1.024411], [1.766874, 2.159222, -2.106737], [-1.451994, 0.533385, 0.159595], [-2.537822, -4.621078, 3.677295], [-2.816304, -4.339386, 0.984337], [-1.279544, -2.537604, 3.446431], [-2.955138, -5.455570, 4.333404], [-0.231050, 4.320952, -1.531505], [-0.556757, -0.314192, 0.642910], [4.485000, 3.244104, -1.497056]], "atomic_forces_ev_per_a": [[-1.0, -1.2, 1.8], [6.1, -6.0, -1.4], [-0.3, -1.0, 2.8], [-6.0, 6.8, 1.3], [0.0, 0.0, -0.2], [0.1, 0.0, 0.1], [0.0, 0.0, 0.3], [-0.3, 0.7, -0.9], [-0.5, -1.5, 0.6], [-2.3, 2.4, 0.7], [0.3, 0.1, 0.4], [-0.1, -0.2, 0.1], [0.1, 0.1, 0.2], [-0.1, -0.2, 0.1], [0.5, -0.2, 0.4], [0.4, 0.7, 0.1], [0.6, 0.4, 0.2], [-0.6, 0.4, -0.9], [-6.5, -5.9, -3.9], [-0.2, 0.7, -0.1], [2.5, 2.1, 1.0], [1.4, 3.1, -7.4], [0.4, 0.4, 0.4], [2.0, 0.2, 5.7], [-1.8, 1.0, -0.6], [0.4, 0.8, -0.8], [0.1, 0.1, 0.1], [0.1, 0.0, -0.1], [-0.3, -0.7, 0.5], [2.6, -2.3, -0.6], [1.7, -0.9, -0.2], [0.5, -0.2, 0.0]], "nbo_charge": [-0.605, 0.401, -0.383, 0.405, -0.131, 0.233, 0.237, -0.132, 0.188, -0.355, -0.231, 0.248, 0.236, -0.213, 0.258, -0.143, 0.231, 0.216, 0.387, -0.094, -0.415, 0.306, 0.079, 1.472, -0.032, 0.245, 0.251, -0.145, -0.236, -0.406, -0.344, -0.528]}



{"formula": "C3H11N3O", "method": "ωB97M-V/def2-TZVPD", "smiles": "CN(N)N.CC=O", "spin_multiplicity": 1, "gap_ev": 9.87, "e_above_lowest_kj_mol": 312.0, "lumo_energy_ev": 0.899, "symbols": ["N", "H", "H", "H", "H", "N", "H", "H", "H", "C", "H", "H", "O", "H", "C", "N", "H", "C"], "positions_angstrom": [[-1.335330, 0.450939, 0.374010], [2.755635, -0.976899, -1.037492], [-0.127808, 0.130622, -1.287198], [-0.947693, -1.232972, 1.324152], [1.458168, -0.001315, 1.585541], [-1.676778, -0.853961, 0.714191], [-3.315757, 0.984277, 0.173185], [-1.721799, -1.468360, -0.106484], [-2.555388, 0.531560, -1.373278], [2.748579, -0.344191, -0.153291], [3.674549, -0.502467, 0.400130], [0.251164, 1.469392, -0.375654], [1.103395, -1.819032, 0.789155], [2.699340, 0.703468, -0.435896], [1.607943, -0.713643, 0.753270], [-0.050139, 0.501477, -0.333364], [-2.165562, 2.093889, -0.598555], [-2.402519, 1.047215, -0.412422]], "atomic_forces_ev_per_a": [[0.9, 0.6, -0.5], [0.0, 0.0, 0.0], [-0.2, 0.1, 0.1], [-0.3, 0.2, -0.3], [-0.2, 0.0, -0.1], [0.1, -0.6, 0.3], [-0.1, 0.0, 0.0], [0.1, 0.1, 0.0], [0.0, 0.0, 0.0], [-0.3, -0.1, -0.2], [0.1, 0.0, 0.1], [-0.2, 0.0, 0.0], [0.3, 0.2, -0.1], [0.0, 0.1, 0.0], [0.5, -0.7, 0.7], [-0.9, 0.1, 0.1], [0.0, 0.0, -0.1], [0.1, -0.1, 0.2]], "nbo_charge": [-0.128, 0.225, 0.331, 0.386, 0.106, -0.660, 0.222, 0.315, 0.158, -0.713, 0.235, 0.361, -0.617, 0.213, 0.468, -0.672, 0.197, -0.428]}